Computed, not measured: a structure of composition C19H55BaN19O17, with wB97M-V/def2-TZVPD.

- LUMO level: -2.246 eV
- Kohn-Sham gap: 0.241 hartree
- M: 959.1 g/mol

The geometry in ORCA input format:
```
! wB97M-V def2-TZVPD RIJCOSX def2/J DEFGRID3
* xyz 0 1
Ba 6.120 -0.176 28.238
C 2.530 3.189 27.847
C 1.504 3.948 28.413
C 0.531 3.379 29.405
O -0.514 4.010 29.756
C 0.709 2.137 29.932
C 1.873 1.414 29.553
C 2.882 1.962 28.478
O 3.842 1.214 28.139
O 2.111 0.294 30.099
O 1.368 5.086 27.870
H 3.185 3.518 27.057
H 0.032 1.830 30.711
C -1.554 8.139 31.541
O -1.839 8.858 30.597
N -1.805 8.470 32.846
N -1.055 6.858 31.497
H -2.251 9.330 33.105
H -1.569 7.712 33.452
H -0.490 6.532 32.253
H -1.086 6.528 30.542
C -2.516 6.770 27.949
O -3.514 7.470 28.091
N -1.257 7.247 27.863
N -2.573 5.421 28.074
H -0.465 6.661 28.070
H -1.291 8.252 27.814
H -3.456 4.952 28.136
H -1.694 4.994 28.321
C 3.026 5.566 24.451
O 3.359 5.680 23.271
N 3.388 6.427 25.404
N 2.361 4.461 24.885
H 3.443 5.934 26.286
H 4.043 7.188 25.365
H 2.114 4.419 25.859
H 1.895 3.888 24.206
C -3.007 -0.106 29.218
O -3.553 -0.037 30.315
N -1.672 0.182 29.160
N -3.442 -0.821 28.149
H -1.481 0.878 29.866
H -1.225 0.317 28.265
H -2.877 -1.031 27.349
H -4.308 -1.307 28.310
C 5.172 6.748 28.896
O 6.181 6.292 29.483
N 4.137 6.019 28.422
N 4.977 8.063 28.855
H 3.288 6.424 28.061
H 4.209 5.019 28.390
H 5.593 8.709 29.314
H 4.154 8.457 28.422
C -3.186 3.214 32.256
O -4.183 2.935 32.929
N -1.937 2.953 32.775
N -3.074 3.862 31.086
H -1.883 2.576 33.702
H -1.192 3.177 32.139
H -2.189 3.858 30.601
H -3.987 3.924 30.659
C 7.226 3.020 29.411
O 7.354 1.810 29.617
N 5.989 3.507 29.160
N 8.226 3.911 29.642
H 5.262 2.932 29.555
H 5.977 4.530 29.101
H 7.854 4.842 29.788
H 9.114 3.592 29.978
C 1.426 -0.239 33.693
O 1.459 -0.545 34.879
N 0.260 0.190 33.130
N 2.484 -0.199 32.847
H 0.393 0.277 32.133
H -0.662 -0.044 33.452
H 2.283 -0.054 31.862
H 3.426 -0.062 33.158
C 2.397 9.451 27.103
O 3.534 8.990 26.935
N 1.331 8.599 27.219
N 2.143 10.761 27.155
H 0.435 9.058 27.229
H 1.347 7.596 27.155
H 1.179 11.048 27.186
H 2.832 11.459 26.944
C 5.141 4.505 35.408
C 4.332 4.091 34.194
C 5.024 4.321 32.820
O 4.206 4.003 31.728
C 2.929 4.671 31.674
N 3.941 2.689 34.291
H 6.165 4.144 35.247
H 4.814 3.974 36.301
H 5.248 5.571 35.605
H 3.436 4.716 34.202
H 5.913 3.687 32.870
H 5.355 5.362 32.728
H 2.728 5.479 32.375
H 2.176 3.885 31.769
H 2.757 5.062 30.670
H 4.784 2.127 34.216
H 3.390 2.491 33.462
O 0.794 -1.880 29.014
H -0.085 -1.859 29.407
H 1.165 -1.005 29.203
O 4.797 0.253 30.927
H 4.844 -0.431 31.603
H 3.867 0.236 30.623
O 3.745 -1.598 28.892
H 3.562 -2.135 29.670
H 3.034 -0.940 28.879
*
```

=====

Computed, not measured: a cluster of 9 separate species, C19H56N13O10 in total, with wB97M-V/def2-TZVPD.

- LUMO level: 2.176 eV
- Kohn-Sham gap: 0.339 hartree
- M: 626.7 g/mol
- Energy above the lowest of the compared OMol25 structures with the same formula, charge and spin: 0.0 kcal/mol

The geometry in ORCA input format:
```
! wB97M-V def2-TZVPD RIJCOSX def2/J DEFGRID3
* xyz -1 1
C 0.511 -0.050 0.960
C -0.797 0.172 0.238
O -1.772 -0.612 0.433
O -0.905 1.219 -0.447
H 0.464 -0.786 1.762
H 0.953 0.888 1.292
H 1.269 -0.461 0.282
C 4.250 6.592 -2.428
C 2.796 6.455 -2.006
C 2.580 5.557 -0.811
O 1.198 5.273 -0.744
C 0.833 4.483 0.367
N 2.088 7.758 -1.864
H 4.596 5.608 -2.760
H 4.951 7.015 -1.707
H 4.308 7.222 -3.320
H 2.232 6.021 -2.836
H 2.985 6.031 0.094
H 3.099 4.602 -0.968
H -0.221 4.262 0.284
H 1.044 5.007 1.311
H 1.447 3.578 0.465
H 2.528 8.405 -2.515
H 2.324 8.212 -0.978
C 0.698 -5.127 4.569
C 1.479 -3.829 4.394
C 1.574 -3.062 5.697
O 2.228 -1.807 5.575
C 1.446 -0.850 4.899
N 2.815 -4.157 3.850
H 1.213 -5.835 5.220
H 0.613 -5.570 3.572
H -0.346 -4.991 4.858
H 0.934 -3.251 3.643
H 2.200 -3.614 6.404
H 0.590 -2.893 6.155
H 1.080 -1.203 3.933
H 2.069 0.029 4.742
H 0.613 -0.563 5.554
H 3.452 -3.442 4.222
H 3.193 -4.936 4.397
C 0.056 -2.750 -2.109
C 0.901 -3.841 -2.700
C 1.833 -3.292 -3.779
O 2.669 -4.337 -4.238
C 3.622 -3.877 -5.156
N 1.631 -4.587 -1.680
H -0.574 -2.214 -2.825
H 0.639 -1.960 -1.619
H -0.637 -3.125 -1.353
H 0.222 -4.536 -3.206
H 2.444 -2.489 -3.342
H 1.271 -2.905 -4.637
H 4.024 -4.729 -5.707
H 4.432 -3.317 -4.680
H 3.164 -3.253 -5.937
H 2.263 -5.209 -2.166
H 2.150 -3.983 -1.055
C 1.366 2.173 -3.269
O 2.002 2.897 -4.028
N 1.057 2.503 -1.990
N 0.823 0.990 -3.698
H 0.308 2.018 -1.485
H 1.178 3.470 -1.735
H 1.000 0.686 -4.634
H 0.545 0.337 -2.985
C -3.496 3.708 -1.490
O -4.367 4.356 -2.059
N -3.728 2.477 -0.955
N -2.237 4.198 -1.255
H -4.648 2.117 -1.131
H -2.962 1.922 -0.604
H -1.939 5.103 -1.563
H -1.548 3.524 -0.968
C -5.184 -0.067 2.714
O -6.280 -0.323 3.171
N -4.183 0.538 3.442
N -4.783 -0.271 1.423
H -3.233 0.453 3.132
H -4.361 0.626 4.427
H -3.807 -0.247 1.175
H -5.494 -0.624 0.810
C -3.983 -0.814 -2.733
O -4.904 -0.504 -3.477
N -2.755 -0.221 -2.787
N -4.160 -1.542 -1.591
H -2.208 -0.296 -1.945
H -2.693 0.386 -3.582
H -3.470 -1.640 -0.862
H -5.030 -1.990 -1.373
C -2.108 -3.172 3.193
O -2.480 -3.849 4.140
N -1.937 -1.823 3.270
N -1.706 -3.720 1.998
H -1.680 -1.255 2.474
H -2.046 -1.383 4.164
H -2.093 -4.626 1.807
H -1.499 -3.062 1.262
*
```

=====

Computed, not measured: a cluster of 8 separate species, C19H56N4O10 in total, with wB97M-V/def2-TZVPD.

- LUMO level: 0.470 eV
- Kohn-Sham gap: 0.336 hartree
- M: 500.7 g/mol
- Energy above the lowest of the compared OMol25 structures with the same formula, charge and spin: 282.7 kcal/mol

The geometry in ORCA input format:
```
! wB97M-V def2-TZVPD RIJCOSX def2/J DEFGRID3
* xyz 0 1
O 0.567 1.273 -0.449
H -0.072 0.754 -0.964
H 0.021 2.208 -0.386
H 1.325 1.434 -1.100
C -0.166 -0.737 -2.885
O 1.089 -0.615 -2.679
O -0.621 -1.413 -3.993
O -0.839 -0.278 -1.906
H 0.034 -1.720 -4.591
C 2.428 -2.433 2.927
C 1.014 -2.193 2.391
C -0.067 -1.847 3.487
O -0.043 -3.020 4.370
C -0.985 -3.042 5.397
N 0.926 -1.153 1.397
H 3.022 -1.695 3.716
H 3.118 -2.832 2.136
H 2.360 -3.468 3.415
H 0.593 -3.255 1.795
H -0.857 -1.825 3.122
H 0.085 -0.931 3.884
H -1.926 -3.141 4.787
H -0.968 -2.150 6.096
H -0.541 -3.872 6.177
H -0.045 -1.252 1.014
H 1.282 -1.538 0.539
C -3.280 -3.054 1.294
C -2.220 -2.805 0.135
C -2.776 -3.291 -1.204
O -3.371 -4.463 -1.136
C -3.807 -4.943 -2.454
N -1.880 -1.388 0.198
H -4.140 -2.501 1.292
H -2.710 -2.964 2.319
H -3.403 -3.998 1.501
H -1.224 -3.153 0.209
H -2.006 -3.375 -1.829
H -3.356 -2.645 -1.754
H -4.124 -4.216 -3.017
H -4.704 -5.677 -2.160
H -3.036 -5.608 -2.926
H -1.831 -1.111 -0.768
H -2.766 -1.079 0.289
C 4.056 2.700 0.129
C 3.853 1.872 -1.194
C 3.909 0.297 -0.964
O 5.148 -0.073 -0.274
C 5.527 -1.521 -0.251
N 2.703 2.247 -1.921
H 4.004 3.748 -0.031
H 5.179 2.579 0.603
H 3.405 2.447 0.849
H 4.763 2.102 -1.792
H 3.989 -0.213 -2.016
H 3.018 0.139 -0.403
H 6.517 -1.665 0.088
H 5.713 -1.937 -1.295
H 4.766 -2.094 0.205
H 2.793 1.728 -2.826
H 2.794 3.251 -2.181
C -0.426 4.348 -2.181
C -0.286 4.758 -0.672
C -1.443 4.066 0.049
O -1.573 2.695 -0.246
C -2.759 2.231 0.199
N 0.938 4.247 -0.108
H 0.434 4.752 -2.674
H -1.181 4.895 -2.697
H -0.675 3.238 -2.556
H -0.307 5.812 -0.588
H -2.384 4.636 0.086
H -1.246 3.928 1.264
H -2.633 1.727 1.080
H -3.235 1.441 -0.398
H -3.578 2.918 0.435
H 1.031 4.550 0.887
H 1.642 4.771 -0.436
C -3.616 0.546 -4.167
O -2.718 1.306 -3.513
H -4.400 1.331 -4.804
H -4.220 -0.152 -3.500
H -3.105 0.151 -4.968
H -2.161 0.750 -3.088
C 0.797 2.030 3.186
O 1.805 1.180 2.601
H 0.880 3.173 2.892
H 0.957 2.052 4.162
H -0.106 1.621 3.069
H 1.332 0.400 2.275
*
```

=====

Computed, not measured: a cluster of 13 separate species, C19H56O17 in total, with wB97M-V/def2-TZVPD.

- LUMO level: -0.217 eV
- Kohn-Sham gap: 0.335 hartree
- M: 556.6 g/mol
- Energy above the lowest of the compared OMol25 structures with the same formula, charge and spin: 39.0 kcal/mol

The geometry in ORCA input format:
```
! wB97M-V def2-TZVPD RIJCOSX def2/J DEFGRID3
* xyz 0 1
C 5.524 1.524 0.572
O 6.664 1.697 -0.242
H 5.162 2.517 0.839
H 4.718 1.103 -0.029
H 5.743 1.028 1.518
H 6.351 2.177 -1.013
C 6.174 -1.763 0.133
O 7.331 -1.165 -0.497
H 6.105 -2.749 -0.326
H 6.289 -1.769 1.217
H 5.218 -1.341 -0.177
H 7.291 -0.237 -0.255
C -3.936 -1.826 2.220
O -2.745 -1.414 1.673
H -3.863 -1.994 3.295
H -4.706 -1.080 2.022
H -4.293 -2.724 1.717
H -2.812 -1.316 0.721
C -3.480 2.233 -2.551
O -4.476 1.781 -1.645
H -4.045 2.640 -3.390
H -2.840 3.003 -2.120
H -2.772 1.503 -2.943
H -5.289 2.223 -1.903
C 0.901 0.788 -4.776
O -0.342 0.660 -4.041
H 1.744 0.635 -4.101
H 1.021 0.025 -5.545
H 0.901 1.806 -5.165
H -0.721 -0.221 -4.095
C -1.059 -4.583 -0.860
O 0.104 -5.280 -0.556
H -1.244 -4.658 -1.932
H -1.953 -4.983 -0.381
H -0.941 -3.529 -0.611
H 0.341 -5.007 0.333
C -3.898 -1.754 -1.699
O -3.466 -0.691 -0.869
H -3.477 -1.703 -2.703
H -3.647 -2.695 -1.209
H -4.974 -1.820 -1.858
H -3.801 0.124 -1.250
C -0.061 -3.627 2.522
O 1.016 -4.243 1.881
H 0.146 -2.577 2.725
H -0.950 -3.606 1.891
H -0.333 -4.217 3.397
H 1.716 -4.296 2.535
C 2.681 -4.292 -2.746
O 4.093 -3.925 -2.657
H 2.443 -5.087 -3.454
H 2.341 -4.788 -1.837
H 2.000 -3.521 -3.108
H 4.659 -4.694 -2.563
C 1.047 6.086 0.576
O 1.982 5.099 0.900
H 0.870 6.146 -0.498
H 0.125 5.971 1.145
H 1.481 7.047 0.852
H 1.521 4.257 0.915
C -0.029 0.208 3.734
O 0.270 0.041 5.078
H -1.007 -0.204 3.486
H 0.040 1.283 3.569
H 0.758 -0.205 3.103
H 1.135 0.401 5.288
C 1.332 -1.539 -0.628
C 1.116 -0.073 -0.849
C -0.314 0.454 -0.776
O -0.184 1.500 0.147
C 1.045 1.551 0.703
O 1.365 2.457 1.497
O 1.799 0.535 0.208
H 2.401 -1.711 -0.503
H 1.066 -2.045 -1.556
H 0.801 -1.980 0.216
H 1.524 0.174 -1.830
H -1.019 -0.322 -0.474
H -0.701 0.884 -1.700
C -4.638 2.380 1.714
C -3.128 2.652 1.627
C -2.703 3.758 0.681
O -1.613 4.379 1.397
C -1.752 4.113 2.711
O -0.996 4.537 3.604
O -2.809 3.221 2.889
H -4.860 1.582 2.422
H -4.973 2.099 0.716
H -5.200 3.270 1.999
H -2.535 1.777 1.364
H -3.467 4.498 0.442
H -2.299 3.423 -0.275
*
```

=====

Computed, not measured: a structure of composition C19H57Be2O19, with wB97M-V/def2-TZVPD.

- LUMO level (spin up / spin down): -13.283 / -15.842 eV
- Kohn-Sham gap (spin up / spin down): 0.190 / 0.088 hartree
- M: 607.7 g/mol

The geometry in ORCA input format:
```
! wB97M-V def2-TZVPD RIJCOSX def2/J DEFGRID3
* xyz 4 2
Be 0.575 0.122 -3.941
Be 2.041 3.621 -2.095
C 0.647 0.672 -0.411
O 0.858 1.246 -1.679
H -0.350 0.763 0.019
H 0.679 -0.401 -0.599
H 1.395 0.895 0.350
C -1.325 -3.763 2.609
C -0.586 -2.452 2.138
O -0.904 -1.423 3.042
O -2.760 -3.587 2.582
H -0.946 -4.015 3.600
H -1.056 -4.623 1.997
H -0.839 -2.202 1.108
H 0.498 -2.571 2.123
H -1.802 -1.467 3.378
H -3.249 -4.397 2.741
C -3.433 -1.249 -0.521
C -3.527 -2.766 -0.811
O -4.886 -3.215 -1.000
O -3.865 -0.482 -1.624
H -2.388 -1.023 -0.304
H -4.003 -0.850 0.317
H -3.192 -3.198 0.132
H -3.071 -3.185 -1.709
H -5.245 -2.763 -1.767
H -4.800 -0.294 -1.512
C -2.170 1.762 -3.442
C -1.987 1.965 -4.975
O -0.671 2.022 -5.381
O -1.925 0.339 -3.211
H -3.151 2.044 -3.058
H -1.535 2.429 -2.859
H -2.502 2.920 -5.080
H -2.531 1.176 -5.495
H -0.589 2.522 -6.196
H -2.463 -0.022 -2.503
C -0.832 2.711 4.307
C 0.291 2.300 3.409
O 0.939 3.404 2.872
O -0.332 3.255 5.556
H -1.499 1.888 4.562
H -1.488 3.440 3.831
H -0.076 1.707 2.571
H 1.026 1.691 3.935
H 0.940 4.150 3.476
H 0.032 2.519 6.054
C 2.290 -3.887 -1.074
C 3.617 -3.353 -0.553
O 3.442 -1.960 -0.432
O 1.178 -3.447 -0.293
H 2.447 -4.966 -1.042
H 2.180 -3.475 -2.077
H 4.486 -3.561 -1.177
H 3.814 -3.706 0.460
H 3.116 -1.655 -1.282
H 1.314 -2.653 0.229
C 3.698 -0.708 3.928
C 3.503 -0.432 2.387
O 4.613 -0.831 1.650
O 4.787 -0.038 4.482
H 3.784 -1.771 4.156
H 2.756 -0.496 4.433
H 3.407 0.652 2.334
H 2.626 -0.953 2.001
H 4.319 -1.073 0.769
H 5.636 -0.363 4.173
C 4.208 2.441 0.170
C 3.680 3.735 0.775
O 2.319 3.793 0.518
O 4.254 2.671 -1.255
H 3.514 1.623 0.366
H 5.214 2.155 0.477
H 4.113 4.533 0.172
H 4.052 3.740 1.799
H 1.865 3.525 1.320
H 4.541 1.839 -1.640
C -1.462 -2.461 -4.579
C -0.487 -2.943 -3.471
O -0.112 -1.884 -2.664
O -0.898 -1.444 -5.405
H -2.426 -2.123 -4.199
H -1.708 -3.316 -5.209
H 0.499 -3.245 -3.822
H -0.856 -3.814 -2.929
H 0.402 -2.317 -1.978
H -1.426 -1.371 -6.203
C -3.094 2.384 0.327
C -2.605 3.761 0.824
O -3.013 4.037 2.104
O -4.492 2.345 0.111
H -2.804 1.652 1.081
H -2.509 2.012 -0.514
H -2.852 4.558 0.123
H -1.522 3.638 0.785
H -2.459 4.736 2.458
H -4.892 2.804 0.853
*
```

=====

Please write out number 4 again, unchanged.
Computed, not measured: a cluster of 13 separate species, C19H56O17 in total, with wB97M-V/def2-TZVPD.

- LUMO level: -0.217 eV
- Kohn-Sham gap: 0.335 hartree
- M: 556.6 g/mol
- Energy above the lowest of the compared OMol25 structures with the same formula, charge and spin: 39.0 kcal/mol

The geometry in ORCA input format:
```
! wB97M-V def2-TZVPD RIJCOSX def2/J DEFGRID3
* xyz 0 1
C 5.524 1.524 0.572
O 6.664 1.697 -0.242
H 5.162 2.517 0.839
H 4.718 1.103 -0.029
H 5.743 1.028 1.518
H 6.351 2.177 -1.013
C 6.174 -1.763 0.133
O 7.331 -1.165 -0.497
H 6.105 -2.749 -0.326
H 6.289 -1.769 1.217
H 5.218 -1.341 -0.177
H 7.291 -0.237 -0.255
C -3.936 -1.826 2.220
O -2.745 -1.414 1.673
H -3.863 -1.994 3.295
H -4.706 -1.080 2.022
H -4.293 -2.724 1.717
H -2.812 -1.316 0.721
C -3.480 2.233 -2.551
O -4.476 1.781 -1.645
H -4.045 2.640 -3.390
H -2.840 3.003 -2.120
H -2.772 1.503 -2.943
H -5.289 2.223 -1.903
C 0.901 0.788 -4.776
O -0.342 0.660 -4.041
H 1.744 0.635 -4.101
H 1.021 0.025 -5.545
H 0.901 1.806 -5.165
H -0.721 -0.221 -4.095
C -1.059 -4.583 -0.860
O 0.104 -5.280 -0.556
H -1.244 -4.658 -1.932
H -1.953 -4.983 -0.381
H -0.941 -3.529 -0.611
H 0.341 -5.007 0.333
C -3.898 -1.754 -1.699
O -3.466 -0.691 -0.869
H -3.477 -1.703 -2.703
H -3.647 -2.695 -1.209
H -4.974 -1.820 -1.858
H -3.801 0.124 -1.250
C -0.061 -3.627 2.522
O 1.016 -4.243 1.881
H 0.146 -2.577 2.725
H -0.950 -3.606 1.891
H -0.333 -4.217 3.397
H 1.716 -4.296 2.535
C 2.681 -4.292 -2.746
O 4.093 -3.925 -2.657
H 2.443 -5.087 -3.454
H 2.341 -4.788 -1.837
H 2.000 -3.521 -3.108
H 4.659 -4.694 -2.563
C 1.047 6.086 0.576
O 1.982 5.099 0.900
H 0.870 6.146 -0.498
H 0.125 5.971 1.145
H 1.481 7.047 0.852
H 1.521 4.257 0.915
C -0.029 0.208 3.734
O 0.270 0.041 5.078
H -1.007 -0.204 3.486
H 0.040 1.283 3.569
H 0.758 -0.205 3.103
H 1.135 0.401 5.288
C 1.332 -1.539 -0.628
C 1.116 -0.073 -0.849
C -0.314 0.454 -0.776
O -0.184 1.500 0.147
C 1.045 1.551 0.703
O 1.365 2.457 1.497
O 1.799 0.535 0.208
H 2.401 -1.711 -0.503
H 1.066 -2.045 -1.556
H 0.801 -1.980 0.216
H 1.524 0.174 -1.830
H -1.019 -0.322 -0.474
H -0.701 0.884 -1.700
C -4.638 2.380 1.714
C -3.128 2.652 1.627
C -2.703 3.758 0.681
O -1.613 4.379 1.397
C -1.752 4.113 2.711
O -0.996 4.537 3.604
O -2.809 3.221 2.889
H -4.860 1.582 2.422
H -4.973 2.099 0.716
H -5.200 3.270 1.999
H -2.535 1.777 1.364
H -3.467 4.498 0.442
H -2.299 3.423 -0.275
*
```

=====

- Number 2 is which compound?
  C19H56N13O10